a | This record from OMol25 describes the molecule C4H10N2O. The level of theory is ωB97M-V/def2-TZVPD.

Geometry as XYZ:
```
17
Properties=species:S:1:pos:R:3:lowdin_charge:R:1
C 1.57487 -0.44047 1.94059 -0.103
C 1.44441 0.39059 0.59023 -0.185
C -0.10932 0.53780 0.25049 -0.300
N -0.40046 1.93791 -0.42346 -0.015
C -0.69248 -0.55072 -0.61645 -0.536
N -1.95593 -0.59031 -1.05543 0.144
O 0.10387 -1.45030 -0.99867 0.020
H 2.53381 -1.05529 1.81384 0.093
H 0.75296 -1.16073 2.05239 0.058
H 1.49712 0.25570 2.77461 0.057
H 2.24314 1.06000 0.52414 0.076
H 1.66594 -0.23652 -0.29372 0.089
H -0.83164 0.50861 1.16495 0.154
H -0.40650 1.61160 -1.49020 0.135
H -0.25256 2.75436 0.19700 0.075
H -2.50958 0.25325 -0.60865 0.157
H -2.33377 -1.44502 -0.78194 0.081
```

Properties
SMILES = CC[C@@H](N)C(N)=O
total charge = 0
Kohn-Sham gap = 9.62 eV
molar mass = 102.1 g/mol
lowest unoccupied orbital energy = 0.024 Eh

***

b | This record from OMol25 describes the molecule C4H10N2O. The level of theory is ωB97M-V/def2-TZVPD.

Geometry as XYZ:
```
17
Properties=species:S:1:pos:R:3:lowdin_charge:R:1
C 1.62708 0.52609 -0.68719 -0.111
N 0.61529 0.94532 0.26161 -0.269
C -0.55804 1.66034 -0.20757 -0.159
C -0.02737 -0.23129 0.91866 -0.149
C -0.93544 -1.10929 0.03778 -0.570
N -0.78406 -2.40887 0.20590 0.176
O -1.65832 -0.51379 -0.72090 0.032
H 1.94800 1.58960 -0.95782 0.108
H 2.37476 -0.00458 -0.10736 0.076
H 1.38471 -0.01449 -1.61340 0.083
H -1.59054 1.44279 0.21398 0.097
H -0.60332 1.78593 -1.40517 0.129
H -0.29316 2.66764 0.22081 0.080
H -0.65749 0.22997 1.73157 0.137
H 0.75966 -0.79823 1.41056 0.101
H -1.43901 -3.02733 -0.25199 0.119
H -0.16275 -2.73981 0.95053 0.119
```

Properties
SMILES = CN(C)CC(N)=O
total charge = 0
Kohn-Sham gap = 9.00 eV
molar mass = 102.1 g/mol
lowest unoccupied orbital energy = 0.029 Eh

***

c | This record from OMol25 describes a cluster of 2 separate species, C4H10N2O in total. The level of theory is ωB97M-V/def2-TZVPD.

Geometry as XYZ:
```
17
Properties=species:S:1:pos:R:3:lowdin_charge:R:1
H 1.14146 -0.11808 -1.99603 0.047
N 0.69064 0.77416 -1.79693 0.092
C 0.96257 1.25002 -0.66214 -0.373
N 1.64293 0.66024 0.35014 0.021
C 2.85151 0.59168 0.64995 -0.012
H 0.48401 2.18414 -0.37534 0.112
H 3.65533 1.09414 0.10946 0.081
H 3.14101 -0.00658 1.50728 0.071
C -1.18096 -1.60654 0.51136 -0.087
C -1.97808 -0.44146 -0.05383 -0.341
O -1.63917 0.72742 0.66976 -0.104
H -1.49887 -2.54071 0.05444 0.072
H -0.12271 -1.44777 0.32007 0.049
H -1.33160 -1.66145 1.58884 0.075
H -1.74115 -0.30937 -1.11791 0.096
H -3.06153 -0.63783 0.04417 0.109
H -2.01538 1.48799 0.19667 0.091
```

Properties
SMILES = [H]/N=C\N=C.CCO
total charge = 0
Kohn-Sham gap = 10.29 eV
molar mass = 102.1 g/mol
lowest unoccupied orbital energy = 0.032 Eh

***

d | This record from OMol25 describes a cluster of 2 separate species, C4H10N2O in total. The level of theory is ωB97M-V/def2-TZVPD.

Geometry as XYZ:
```
17
Properties=species:S:1:pos:R:3:lowdin_charge:R:1
C -1.83530 -0.88264 0.05373 -0.072
C -0.87242 0.23678 0.28959 -0.186
N 0.11984 0.15262 1.18639 -0.362
N 0.62244 -1.15299 1.44956 0.112
O 0.96484 1.12341 1.24181 -0.114
H -1.32306 -1.83745 -0.04072 0.067
H -2.39566 -0.68482 -0.86065 0.077
H -2.55488 -0.96138 0.87435 0.082
H -1.24288 1.24716 0.19636 0.131
H 1.48649 -1.24010 0.91178 0.094
H 0.87434 -1.16092 2.43287 0.092
C 1.50303 1.18770 -0.91584 -0.063
C 0.44538 0.50570 -1.46646 -0.123
H 2.44160 0.69650 -0.70402 0.059
H 1.52373 2.26701 -0.89365 0.068
H 0.55573 -0.53921 -1.73322 0.068
H -0.31323 1.04262 -2.02188 0.069
```

Properties
SMILES = C/C=[N+](\N)[O-].C=C
total charge = 0
Kohn-Sham gap (alpha / beta) = 9.69 / 9.69 eV
molar mass = 102.1 g/mol
lowest unoccupied orbital energy (alpha / beta) = 0.039 / 0.039 Eh

***

Most stable of them? b.

***

a | This record from OMol25 describes the molecule C4H4N2O2. The level of theory is ωB97M-V/def2-TZVPD.

Geometry as XYZ:
```
12
Properties=species:S:1:pos:R:3:lowdin_charge:R:1
N 1.93577 0.83469 -0.11081 0.124
C 1.24219 -0.35958 -0.00930 -0.508
O 1.76514 -1.46468 -0.04643 0.060
C -0.24074 -0.16641 0.13047 -0.113
C -1.14255 -1.29529 0.06270 -0.072
N -2.39018 -0.94174 -0.19951 0.081
O -2.41534 0.44576 0.04873 -0.057
C -1.12094 0.88690 -0.03777 -0.043
H 1.40316 1.65268 0.31668 0.124
H 2.99377 0.80086 -0.04669 0.139
H -0.91172 -2.34938 0.14452 0.128
H -1.11857 1.95616 -0.25260 0.137
```

Properties
SMILES = NC(=O)c1cnoc1
total charge = 0
Kohn-Sham gap = 10.48 eV
molar mass = 112.1 g/mol
lowest unoccupied orbital energy = 0.011 Eh

***

b | This record from OMol25 describes a cluster of 2 separate species, C4H4N2O2 in total. The level of theory is ωB97M-V/def2-TZVPD.

Geometry as XYZ:
```
12
Properties=species:S:1:pos:R:3:lowdin_charge:R:1
C -1.32461 -1.06325 -0.17305 -0.008
C -0.12037 -0.31797 0.74373 -0.243
C 1.67956 -0.79840 -0.21393 -0.210
C 0.29408 1.08014 0.10709 -0.346
H -1.11345 -2.56899 -0.79535 0.244
H -0.48017 0.08181 1.81805 0.186
H 2.39405 -1.34179 -0.70715 0.092
H 2.07561 0.87358 -1.49881 0.215
N 0.96823 -1.34777 0.69807 0.065
N 1.29589 0.48296 -0.76177 0.085
O -2.49989 -0.24825 -0.43229 -0.157
O -0.23722 2.19899 0.28805 0.075
```

Properties
total charge = 0
Kohn-Sham gap = 9.60 eV
molar mass = 112.1 g/mol
lowest unoccupied orbital energy = -0.021 Eh

***

c | This record from OMol25 describes the molecule C4H4N2O2. The level of theory is ωB97M-V/def2-TZVPD.

Geometry as XYZ:
```
12
Properties=species:S:1:pos:R:3:lowdin_charge:R:1
O 2.49867 -0.24737 0.02173 0.026
C 1.54301 -1.02269 0.04153 -0.252
N 0.34073 -0.55046 -0.04823 -0.067
N -0.74898 -1.38863 -0.08987 0.094
C -1.75826 -0.51892 0.02587 -0.123
C -1.38330 0.83958 0.08784 -0.002
C -0.04272 0.82537 0.00059 -0.304
O 0.83936 1.80469 -0.06389 0.097
H 1.56812 -2.14790 0.12594 0.164
H -2.77071 -0.80314 -0.08459 0.096
H -1.88855 1.79768 0.05979 0.121
H 1.80262 1.41180 -0.07671 0.150
```

Properties
SMILES = O=Cn1nccc1O
total charge = 0
Kohn-Sham gap = 9.74 eV
molar mass = 112.1 g/mol
lowest unoccupied orbital energy = 0.015 Eh

***

Most stable of them? c.

***

a | This record from OMol25 describes a structure of composition C4H4N2O2. The level of theory is ωB97M-V/def2-TZVPD.

Geometry as XYZ:
```
12
Properties=species:S:1:pos:R:3:lowdin_charge:R:1
C 0.78956 0.05383 0.65287 -0.519
C -0.70303 -1.20711 0.01788 -0.378
C -0.74731 -0.09225 -1.64636 0.021
C 0.12205 -0.19984 -0.39457 -0.131
H 1.78968 1.13329 1.87575 0.091
H 0.60072 2.22022 1.05129 0.214
H -1.69012 0.66094 -1.21936 0.184
H -0.52948 0.00966 -2.88423 0.183
N 1.36798 1.27292 0.93345 0.093
N -0.31415 -1.65758 1.18082 0.151
O 0.56818 -0.73669 1.59257 0.070
O -1.25409 -1.45738 -1.16012 0.021
```

Properties
total charge = 0
Kohn-Sham gap = 9.54 eV
molar mass = 112.1 g/mol
lowest unoccupied orbital energy = 0.015 Eh

***

b | This record from OMol25 describes a structure of composition C4H4N2O2. The level of theory is ωB97M-V/def2-TZVPD.

Geometry as XYZ:
```
12
Properties=species:S:1:pos:R:3:lowdin_charge:R:1
C 0.17395 0.31710 -0.24710 -0.457
C 1.54980 -1.32539 0.20084 -0.223
C -0.96442 -0.15305 -0.92006 -0.039
C -2.26098 0.00129 -1.30428 0.167
H -1.59965 0.98933 0.67168 0.012
H -1.29047 1.71216 2.09368 0.231
H 2.24951 -2.17335 -0.40665 0.191
H -3.36056 -0.39022 -1.53031 0.091
N -1.05127 1.89614 0.78742 -0.033
N 0.21671 1.41406 0.37341 0.051
O 1.19848 -0.47349 -0.84371 0.019
O 1.15814 -1.57015 1.42738 -0.008
```

Properties
total charge = 0
Kohn-Sham gap = 9.10 eV
molar mass = 112.1 g/mol
lowest unoccupied orbital energy = -0.025 Eh

***

Most stable of them? a.

***

a | This record from OMol25 describes the molecule C4H4N2O2. The level of theory is ωB97M-V/def2-TZVPD.

Geometry as XYZ:
```
12
Properties=species:S:1:pos:R:3:lowdin_charge:R:1
O 2.17177 -1.40734 -0.09561 0.101
C 1.65641 -0.29490 -0.11740 -0.614
O 2.35434 0.77974 0.01258 0.091
N 0.28221 -0.15782 -0.11200 0.040
C -0.71438 0.99529 -0.17028 0.025
C -1.86514 0.30097 -0.03248 -0.119
N -1.66995 -1.08994 0.06805 0.088
C -0.49363 -1.27338 -0.07922 -0.238
H 1.85751 1.69722 0.57224 0.281
H -0.62676 2.11124 -0.13103 0.121
H -2.85323 0.57339 -0.12556 0.076
H -0.09916 -2.23448 0.21072 0.148
```

Properties
SMILES = O=C(O)n1ccnc1
total charge = 0
Kohn-Sham gap = 9.81 eV
molar mass = 112.1 g/mol
lowest unoccupied orbital energy = -0.010 Eh

***

b | This record from OMol25 describes a structure of composition C4H4N2O2. The level of theory is ωB97M-V/def2-TZVPD.

Geometry as XYZ:
```
12
Properties=species:S:1:pos:R:3:lowdin_charge:R:1
C -1.14742 -0.23072 -0.03021 -0.547
C -0.95079 1.13803 -0.26626 -0.030
C 0.22663 1.75730 0.13396 -0.136
C 1.26550 -0.28324 0.05966 -0.333
H -2.32791 -1.67674 0.72098 0.342
H -2.12913 1.54215 -0.68098 0.202
H 0.35287 2.80499 0.15929 0.104
H 1.71159 -2.13992 -0.26177 0.106
N 1.34400 1.06086 0.16907 0.089
N 2.27886 -1.13329 -0.32082 0.085
O -2.27870 -0.74994 -0.11824 0.088
O -0.13767 -1.03903 0.33597 0.030
```

Properties
total charge = 0
Kohn-Sham gap = 7.80 eV
molar mass = 112.1 g/mol
lowest unoccupied orbital energy = -0.027 Eh

***

Most stable of them? a.

***

a | This record from OMol25 describes the molecule C4H4N2O2. The level of theory is ωB97M-V/def2-TZVPD.

Geometry as XYZ:
```
12
Properties=species:S:1:pos:R:3:lowdin_charge:R:1
O -3.98907 -0.22395 -0.00902 0.044
C -2.92490 0.38566 -0.00128 -0.223
C -1.62899 -0.31664 0.00514 -0.097
N -0.56575 0.36526 0.00131 0.002
N 0.55863 -0.36724 -0.01531 0.005
C 1.63460 0.31761 -0.00282 -0.083
C 2.94972 -0.37874 -0.01916 -0.248
O 3.99042 0.21914 0.00114 0.069
H -2.91048 1.49990 -0.07425 0.128
H -1.61356 -1.42367 0.07357 0.138
H 1.64870 1.42275 0.06529 0.134
H 2.85067 -1.50008 -0.02462 0.130
```

Properties
SMILES = O=C/C=N/N=C/C=O
total charge = 0
Kohn-Sham gap = 8.77 eV
molar mass = 112.1 g/mol
lowest unoccupied orbital energy = -0.061 Eh

***

b | This record from OMol25 describes the molecule C4H4N2O2. The level of theory is ωB97M-V/def2-TZVPD.

Geometry as XYZ:
```
12
Properties=species:S:1:pos:R:3:lowdin_charge:R:1
O 1.05163 -1.99834 0.51959 0.097
C 0.60578 -0.94443 0.12045 -0.382
N 1.35706 0.16584 -0.24305 0.102
N 0.58838 1.31905 -0.61456 -0.058
C -0.19147 1.92677 0.42446 -0.076
C -0.83102 0.93117 -0.49506 -0.137
C -0.85710 -0.50098 -0.02832 -0.262
O -1.85970 -1.13053 0.17095 0.151
H 2.36679 0.27670 -0.18977 0.162
H -0.44302 2.95908 0.36404 0.099
H -0.00453 1.56684 1.48664 0.147
H -1.42990 1.35885 -1.31119 0.156
```

Properties
SMILES = O=C1NN2C[C@@H]2C1=O
total charge = 0
Kohn-Sham gap = 9.32 eV
molar mass = 112.1 g/mol
lowest unoccupied orbital energy = -0.012 Eh

***

Most stable of them? b.

***

a | This record from OMol25 describes the ion C4H8NS with charge +1. The level of theory is ωB97M-V/def2-TZVPD.

Geometry as XYZ:
```
14
Properties=species:S:1:pos:R:3:lowdin_charge:R:1
C -1.22065 0.32748 -0.38236 0.037
N -0.33012 1.27590 -0.18982 0.066
C 1.10731 1.34134 0.23179 -0.382
S 1.81336 -0.25134 -0.17657 0.927
C 0.49860 -1.34813 0.30951 -0.476
C -0.87023 -1.07460 -0.25123 -0.187
H -2.20393 0.74820 -0.82463 0.199
H -0.60762 2.13905 -0.44005 0.106
H 1.63655 2.23844 -0.20837 0.134
H 1.25543 1.28560 1.31938 0.093
H 0.39015 -1.31872 1.42791 0.117
H 0.96861 -2.23814 0.03571 0.059
H -0.92100 -1.57793 -1.28261 0.185
H -1.51646 -1.54714 0.43133 0.123
```

Properties
SMILES = C1=[NH+]CSCC1
total charge = +1
Kohn-Sham gap = 8.16 eV
molar mass = 102.2 g/mol
lowest unoccupied orbital energy = -0.187 Eh

***

b | This record from OMol25 describes the ion C4H8NS with charge +1. The level of theory is ωB97M-V/def2-TZVPD.

Geometry as XYZ:
```
14
Properties=species:S:1:pos:R:3:lowdin_charge:R:1
N -0.17103 -1.61731 0.73909 0.224
C 0.50446 -0.51055 -0.00999 -0.754
C 0.17886 0.90305 0.35799 -0.109
C 0.07390 1.25310 -1.16106 -0.130
C 0.21538 -0.22411 -1.47433 -0.469
S 1.87987 -0.77550 -1.08386 1.017
H -0.01758 -2.37672 0.06742 0.158
H -1.22964 -1.37811 0.72917 0.220
H 0.33632 -1.65974 1.65469 0.200
H 0.94757 1.37263 0.84650 0.086
H -0.72844 0.85106 1.03596 0.149
H -0.85473 1.75692 -1.36045 0.123
H 0.86027 1.71320 -1.60685 0.078
H -0.47936 -0.92147 -2.29732 0.208
```

Properties
SMILES = [NH3+][C@]12CC[C@H]1S2
total charge = +1
Kohn-Sham gap = 9.85 eV
molar mass = 102.2 g/mol
lowest unoccupied orbital energy = -0.144 Eh

***

c | This record from OMol25 describes a cluster of 2 separate species, C4H8NS in total. The level of theory is ωB97M-V/def2-TZVPD.

Geometry as XYZ:
```
14
Properties=species:S:1:pos:R:3:lowdin_charge:R:1
C 0.95639 -2.12041 -0.64357 0.174
C 0.91321 -0.99398 -0.21422 -0.189
C -1.60016 0.38829 -1.13705 0.139
C 0.61944 0.25410 0.39627 -0.735
N -0.05190 0.31164 1.64003 0.199
S 1.67205 1.62404 0.13148 0.873
H 1.17969 -3.02828 -1.20030 0.071
H -1.66285 1.47648 -0.94142 0.043
H -1.95895 -0.38225 -0.54405 -0.011
H -1.40097 0.08447 -2.09255 -0.010
H -0.51993 1.13066 1.57676 0.104
H -0.79159 -0.33025 1.75305 0.167
H 0.64457 0.39661 2.42332 0.209
H 2.00101 1.18889 -1.14775 -0.032
```

Properties
total charge = +1
Kohn-Sham gap (alpha / beta) = 7.43 / 8.47 eV
molar mass = 102.2 g/mol
lowest unoccupied orbital energy (alpha / beta) = -0.192 / -0.146 Eh

***

Most stable of them? a.